C27H28BrIrN4O4 | wB97M-V/def2-TZVPD

The relative energy (zero: lowest compared OMol25 entry of this formula, charge and spin) comes out at 0.000 eV. The multiplicity is 2. The calculation puts the gap between HOMO and LUMO (alpha / beta) at 5.0 / 4.9 eV. Its charge is +1. The LUMO energy (alpha / beta) is -5.87 / -5.69 eV.

Last column: natural (NBO) charge in e.
Cartesian coordinates (Å):
Ir1 0.095 -0.187 -0.211  1.58
C1 3.147 -2.501 0.932  -0.45
N1 2.738 -1.286 1.578  -0.40
C2 3.643 -0.157 1.464  -0.21
C3 3.211 0.874 0.411  -0.42
C4 3.056 0.315 -1.018  -0.26
N2 1.752 0.645 -1.541  -0.43
C5 1.651 1.269 -2.654  0.21
C6 0.469 1.774 -3.287  -0.25
C7 0.614 2.553 -4.444  -0.12
C8 -0.457 3.190 -5.033  -0.26
C9 -1.731 3.081 -4.460  -0.13
C10 -1.932 2.291 -3.364  -0.27
C11 -0.855 1.568 -2.757  0.41
O1 -1.130 0.772 -1.814  -0.59
C12 2.094 -1.416 2.869  -0.22
C13 0.960 -2.438 2.999  -0.41
C14 -0.330 -2.145 2.196  -0.25
N3 -0.494 -0.741 1.913  -0.50
C15 -1.247 -0.046 2.696  0.21
C16 -1.474 1.359 2.648  -0.26
C17 -2.403 1.929 3.530  -0.12
C18 -2.640 3.283 3.549  -0.26
C19 -1.934 4.124 2.677  -0.15
C20 -1.023 3.612 1.796  -0.24
C21 -0.762 2.209 1.724  0.42
O2 0.078 1.776 0.878  -0.68
H1 3.359 -3.297 1.651  0.20
H2 4.042 -2.337 0.332  0.21
H3 2.361 -2.850 0.247  0.25
H4 4.655 -0.512 1.237  0.20
H5 3.691 0.370 2.421  0.21
H6 3.928 1.697 0.421  0.23
H7 2.246 1.269 0.729  0.24
H8 3.120 -0.777 -1.012  0.23
H9 3.844 0.705 -1.679  0.21
H10 2.576 1.502 -3.199  0.21
H11 1.596 2.663 -4.883  0.22
H12 -0.315 3.788 -5.920  0.23
H13 -2.558 3.630 -4.880  0.23
H14 -2.911 2.169 -2.924  0.23
H15 1.709 -0.432 3.150  0.21
H16 2.852 -1.710 3.617  0.20
H17 0.706 -2.458 4.061  0.22
H18 1.312 -3.432 2.724  0.23
H19 -1.184 -2.528 2.772  0.21
H20 -0.292 -2.689 1.255  0.22
H21 -1.781 -0.568 3.496  0.20
H22 -2.947 1.278 4.200  0.22
H23 -3.355 3.702 4.240  0.23
H24 -2.118 5.187 2.695  0.23
H25 -0.485 4.249 1.110  0.22
Br1 -3.488 0.260 0.052  0.13
C22 -3.007 -1.330 -0.837  0.17
C23 -3.980 -2.080 -1.482  -0.26
C24 -3.589 -3.251 -2.109  -0.12
C25 -2.257 -3.630 -2.067  -0.20
C26 -1.363 -2.806 -1.400  0.10
N4 -1.736 -1.684 -0.794  -0.47
C27 0.132 -3.157 -1.324  0.76
O3 0.485 -4.266 -1.668  -0.58
O4 0.871 -2.235 -0.863  -0.73
H26 -5.007 -1.755 -1.492  0.25
H27 -4.320 -3.857 -2.621  0.24
H28 -1.894 -4.533 -2.533  0.27

C27H28BrNO2PPt | wB97M-V/def2-TZVPD

The relative energy (zero: lowest compared OMol25 entry of this formula, charge and spin) comes out at 0.901 eV. The calculation puts the gap between HOMO and LUMO at 4.9 eV. Its charge is +3. The LUMO energy is -12.53 eV.

Last column: natural (NBO) charge in e.
Cartesian coordinates (Å):
Pt1 -1.337 -0.552 -0.829  1.52
C1 -0.812 -4.202 3.236  -0.65
C2 -1.676 -3.352 2.354  0.02
C3 -3.073 -3.416 2.389  -0.06
C4 -3.871 -2.613 1.575  -0.22
C5 -3.222 -1.755 0.729  0.12
Br1 -3.997 -0.567 -0.536  0.35
N1 -1.884 -1.682 0.694  -0.40
C6 -1.098 -2.457 1.463  0.07
H1 -1.419 -4.845 3.869  0.26
H2 -0.190 -3.579 3.879  0.26
H3 -0.153 -4.834 2.639  0.26
H4 -3.555 -4.116 3.061  0.28
H5 -4.951 -2.667 1.594  0.29
H6 -0.029 -2.325 1.361  0.26
C7 -0.532 -1.912 -4.470  -0.62
C8 -0.477 -2.285 -2.996  0.07
C9 -0.598 -3.752 -2.686  -0.64
O1 -1.583 -1.536 -2.372  -0.47
H7 0.290 -2.431 -4.966  0.27
H8 -0.418 -0.841 -4.622  0.23
H9 -1.471 -2.240 -4.916  0.25
H10 0.452 -1.882 -2.573  0.21
H11 -1.528 -4.160 -3.084  0.24
H12 -0.560 -3.944 -1.612  0.21
H13 0.232 -4.285 -3.151  0.27
O2 0.550 -0.153 -0.656  -0.95
P1 0.945 1.301 -0.033  1.91
C10 0.383 2.545 -1.154  -0.54
C11 0.417 2.292 -2.533  -0.13
C12 0.005 3.274 -3.418  -0.21
C13 -0.425 4.505 -2.933  -0.12
C14 -0.444 4.764 -1.568  -0.18
C15 -0.047 3.785 -0.670  -0.16
C16 0.017 1.397 1.470  -0.49
C17 0.600 1.587 2.714  -0.09
C18 -0.217 1.642 3.843  -0.16
C19 -1.593 1.509 3.724  -0.15
C20 -2.184 1.319 2.475  -0.18
C21 -1.375 1.275 1.352  -0.25
C22 2.683 1.269 0.178  -0.43
C23 3.397 2.456 -0.048  -0.17
C24 4.762 2.465 0.145  -0.18
C25 5.413 1.309 0.541  -0.11
C26 4.704 0.124 0.747  -0.19
C27 3.340 0.101 0.572  -0.17
H14 0.795 1.350 -2.913  0.22
H15 0.042 3.095 -4.483  0.25
H16 -0.749 5.270 -3.627  0.26
H17 -0.771 5.728 -1.204  0.26
H18 -0.077 3.985 0.394  0.23
H19 1.673 1.697 2.808  0.25
H20 0.228 1.790 4.818  0.26
H21 -2.218 1.576 4.605  0.26
H22 -3.261 1.260 2.388  0.24
H23 -1.848 1.246 0.359  0.19
H24 2.897 3.359 -0.373  0.24
H25 5.323 3.372 -0.031  0.26
H26 6.484 1.328 0.688  0.26
H27 5.224 -0.776 1.047  0.25
H28 2.787 -0.814 0.746  0.22

C27H28CdGeN3SSe | wB97M-V/def2-TZVPD

The calculation puts the gap between HOMO and LUMO at 6.9 eV. Its charge is -1. The LUMO energy is 2.34 eV.

Last column: natural (NBO) charge in e.
Cartesian coordinates (Å):
Cd1 0.859 0.832 0.084  1.51
S1 2.889 -0.695 -0.689  -0.44
C1 3.895 0.302 0.180  0.03
N1 4.622 0.957 0.804  -0.45
C2 -3.427 1.054 3.435  -0.27
C3 -3.594 -0.139 2.746  -0.22
C4 -2.905 -0.382 1.570  -0.24
C5 -2.024 0.572 1.032  0.17
C6 -1.852 1.763 1.756  -0.28
C7 -2.540 1.997 2.933  -0.18
N2 -1.258 0.352 -0.101  -0.84
C8 -1.755 -0.281 -1.209  0.17
C9 -0.877 -0.778 -2.196  -0.24
C10 -1.338 -1.366 -3.357  -0.21
C11 -2.701 -1.484 -3.604  -0.30
C12 -3.586 -0.983 -2.659  -0.18
C13 -3.135 -0.400 -1.488  -0.31
H1 -3.978 1.247 4.347  0.20
H2 -4.257 -0.900 3.142  0.20
H3 -3.032 -1.330 1.059  0.20
H4 -1.172 2.513 1.363  0.22
H5 -2.383 2.927 3.468  0.20
H6 0.194 -0.688 -2.038  0.19
H7 -0.623 -1.733 -4.084  0.20
H8 -3.066 -1.944 -4.513  0.20
H9 -4.654 -1.047 -2.835  0.20
H10 -3.850 -0.001 -0.781  0.21
N3 5.639 8.330 -4.477  -0.35
C14 5.080 7.547 -3.845  0.30
C15 4.380 6.573 -3.073  -0.22
C16 3.404 6.970 -2.156  -0.16
C17 2.696 6.026 -1.440  -0.18
C18 2.940 4.661 -1.623  -0.07
C19 3.942 4.273 -2.525  -0.14
C20 4.650 5.212 -3.244  -0.16
C21 2.202 3.655 -0.938  -0.19
C22 1.574 2.778 -0.381  -0.53
H11 3.211 8.025 -2.015  0.22
H12 1.942 6.343 -0.733  0.22
H13 4.150 3.219 -2.647  0.23
H14 5.417 4.904 -3.942  0.22
C23 -2.350 -4.147 -0.102  -1.09
Ge1 -0.957 -4.240 1.286  1.61
C24 -0.169 -6.055 1.185  -1.08
C25 -1.779 -4.058 3.067  -1.09
C26 0.501 -2.909 1.057  -1.03
Se1 0.498 -1.408 2.325  0.29
C27 2.353 -1.589 2.906  -0.78
H15 -3.292 -4.499 0.321  0.22
H16 -2.087 -4.783 -0.947  0.23
H17 -2.493 -3.136 -0.479  0.25
H18 -0.956 -6.788 1.373  0.22
H19 0.619 -6.199 1.925  0.22
H20 0.244 -6.251 0.195  0.23
H21 -2.620 -4.748 3.155  0.22
H22 -2.134 -3.038 3.214  0.24
H23 -1.060 -4.287 3.854  0.23
H24 0.500 -2.505 0.046  0.25
H25 1.453 -3.406 1.235  0.24
H26 2.510 -2.582 3.323  0.21
H27 2.528 -0.838 3.674  0.23
H28 3.011 -1.418 2.060  0.24

C27H28Cl3N5O7RuS2 | wB97M-V/def2-TZVPD

The calculation puts the gap between HOMO and LUMO (alpha / beta) at 4.6 / 4.3 eV. Its charge is +2. The LUMO energy (alpha / beta) is -8.37 / -8.68 eV.

Last column: Löwdin charge in e.
Cartesian coordinates (Å):
Ru1 0.150 -1.635 -0.198  1.55
C1 -0.229 -1.761 4.582  0.04
O1 -0.710 -2.842 3.734  0.05
C2 -0.683 -2.669 2.451  -0.53
O2 -0.291 -1.630 1.885  -0.07
N1 -1.145 -3.701 1.722  0.09
N2 -1.035 -3.584 0.325  0.04
H1 -0.313 -2.152 5.591  0.11
H2 -0.864 -0.889 4.447  0.10
H3 0.806 -1.540 4.330  0.11
H4 -1.413 -4.574 2.165  0.19
H5 -1.956 -3.620 -0.118  0.14
H6 -0.429 -4.324 -0.031  0.11
C3 1.566 -6.838 -5.843  -0.02
C4 1.182 -5.596 -5.108  -0.22
C5 0.810 -5.646 -3.761  0.01
C6 0.432 -4.506 -3.089  -0.04
C7 0.437 -3.288 -3.770  -0.32
C8 0.805 -3.206 -5.116  -0.01
C9 1.172 -4.366 -5.768  0.01
S1 -0.009 -1.831 -2.979  0.73
O3 -0.137 -0.761 -3.902  -0.21
O4 -1.060 -2.039 -1.934  -0.35
N3 1.147 -1.437 -1.824  -0.27
C10 2.474 -1.949 -1.861  -0.11
C11 2.480 -3.179 -0.861  -0.57
O5 3.286 -4.048 -0.944  0.17
O6 1.509 -3.062 0.024  -0.18
H7 1.677 -7.686 -5.173  0.09
H8 2.500 -6.692 -6.383  0.10
H9 0.801 -7.083 -6.582  0.11
H10 0.820 -6.595 -3.244  0.13
H11 0.139 -4.555 -2.052  0.10
H12 0.794 -2.257 -5.628  0.13
H13 1.458 -4.320 -6.810  0.14
H14 3.174 -1.233 -1.420  0.14
H15 2.812 -2.278 -2.843  0.14
Cl1 2.008 1.212 6.575  0.71
C12 1.150 1.938 5.262  -0.67
C13 1.792 2.148 4.048  -0.09
C14 1.083 2.751 3.021  -0.02
C15 -0.245 3.147 3.171  -0.19
C16 -0.932 3.853 2.030  -0.31
C17 -2.104 3.072 1.426  -0.03
N4 -1.589 2.059 0.512  -0.03
C18 -1.336 2.248 -0.824  0.01
C19 -0.788 1.095 -1.280  -0.07
N5 -0.713 0.199 -0.226  -0.10
C20 -1.189 0.842 0.841  -0.10
O7 -1.413 5.135 2.382  -0.10
C21 -0.591 6.182 1.861  -0.12
C22 -0.719 6.218 0.367  -0.32
C23 0.225 5.806 -0.532  -0.98
Cl2 1.805 5.220 -0.177  0.68
S2 -0.293 5.910 -2.166  1.00
C24 -1.823 6.506 -1.664  -0.39
C25 -1.910 6.621 -0.310  -0.12
C26 -0.858 2.905 4.397  -0.57
Cl3 -2.512 3.348 4.662  0.79
C27 -0.175 2.308 5.444  -0.12
H16 2.829 1.878 3.928  0.11
H17 1.585 2.962 2.085  0.11
H18 -0.190 3.943 1.226  0.10
H19 -2.709 3.769 0.846  0.15
H20 -2.741 2.590 2.166  0.11
H21 -1.554 3.176 -1.319  0.13
H22 -0.473 0.851 -2.279  0.09
H23 -1.260 0.434 1.831  0.14
H24 0.450 6.034 2.165  0.12
H25 -0.958 7.100 2.319  0.15
H26 -2.563 6.766 -2.399  0.07
H27 -2.781 6.997 0.204  0.13
H28 -0.665 2.150 6.392  0.11

| no. | DFT total energy (eV) |
| --- | --- |
| 1 | -115475.85225 |
| 2 | -116586.32295 |
| 3 | -170186.43422 |
| 4 | -112039.95665 |